No. 1
{"formula": "C19H20BF4N6O3Pt", "method": "wB97M-V/def2-TZVPD", "energy_ha": -1834.2625, "homo_lumo_gap_ha": 0.274, "spin_multiplicity": 1, "fmax_ev_per_a": 1.736, "charge": -1, "e_homo_ev": -5.13, "relative_energy_ev": 0.000, "elements": ["Pt", "O", "C", "C", "C", "C", "C", "C", "C", "O", "N", "N", "C", "C", "C", "C", "C", "C", "C", "O", "H", "H", "H", "H", "H", "H", "H", "H", "H", "H", "C", "C", "C", "C", "N", "C", "N", "N", "N", "H", "H", "H", "H", "H", "H", "H", "H", "H", "H", "F", "B", "F", "F", "F"], "xyz": [[-0.80, 0.40, 0.17], [-2.84, -3.60, 0.17], [-4.08, -3.11, 0.12], [-5.13, -4.03, 0.02], [-6.44, -3.60, -0.03], [-6.74, -2.24, -0.01], [-5.72, -1.33, 0.06], [-4.38, -1.73, 0.14], [-3.31, -0.74, 0.22], [-2.11, -1.13, 0.53], [-3.60, 0.53, 0.01], [-2.49, 1.29, -0.05], [-2.64, 2.59, -0.06], [-1.60, 3.55, -0.07], [-1.97, 4.91, -0.04], [-1.05, 5.93, -0.03], [0.32, 5.62, -0.03], [0.73, 4.31, -0.07], [-0.19, 3.24, -0.12], [0.29, 2.04, -0.24], [-2.19, -2.86, 0.20], [-4.88, -5.08, -0.01], [-7.24, -4.33, -0.10], [-7.77, -1.91, -0.05], [-5.91, -0.26, 0.08], [-3.67, 2.92, -0.02], [-3.03, 5.14, -0.03], [-1.37, 6.96, -0.01], [1.05, 6.42, -0.01], [1.78, 4.06, -0.08], [6.04, -0.73, 1.30], [5.54, -0.35, -0.09], [5.22, 1.15, -0.15], [4.32, -1.19, -0.52], [3.07, -0.80, 0.10], [1.88, -0.68, -0.48], [1.01, -0.40, 0.47], [1.69, -0.32, 1.62], [2.92, -0.57, 1.41], [6.95, -0.17, 1.54], [6.28, -1.80, 1.35], [5.29, -0.51, 2.05], [6.32, -0.57, -0.82], [4.46, 1.41, 0.58], [4.87, 1.44, -1.14], [6.12, 1.73, 0.07], [4.49, -2.24, -0.30], [4.17, -1.10, -1.60], [1.66, -0.85, -1.51], [1.57, -3.38, 0.35], [0.92, -3.50, -0.90], [0.43, -4.79, -1.08], [1.88, -3.20, -1.91], [-0.12, -2.55, -0.99]]}

=====

No. 2
{"formula": "C26H25ClN2O5W", "method": "wB97M-V/def2-TZVPD", "energy_ha": -2018.2551, "homo_lumo_gap_ha": 0.241, "spin_multiplicity": 1, "fmax_ev_per_a": 1.167, "charge": 2, "e_homo_ev": -14.84, "relative_energy_ev": 0.457, "elements": ["W", "O", "C", "C", "N", "C", "C", "O", "O", "C", "C", "O", "O", "H", "H", "H", "H", "H", "H", "H", "H", "H", "Cl", "C", "C", "C", "C", "C", "C", "C", "H", "H", "H", "H", "H", "H", "N", "C", "C", "C", "C", "C", "C", "C", "C", "C", "C", "C", "C", "C", "H", "H", "H", "H", "H", "H", "H", "H", "H", "H"], "xyz": [[-1.20, 0.49, -0.06], [-3.45, 0.70, -0.69], [-4.48, 0.57, 0.32], [-4.06, -0.54, 1.24], [-2.65, -0.30, 1.67], [-2.58, 0.59, 2.84], [-1.25, 1.29, 2.84], [-0.76, 1.87, 3.76], [-0.61, 1.22, 1.64], [-1.99, -1.60, 1.92], [-1.62, -2.23, 0.59], [-1.20, -3.32, 0.42], [-1.80, -1.31, -0.43], [-3.68, 0.21, -1.48], [-5.44, 0.38, -0.15], [-4.54, 1.54, 0.83], [-4.10, -1.49, 0.71], [-4.71, -0.62, 2.11], [-2.72, 0.05, 3.78], [-3.36, 1.35, 2.76], [-2.64, -2.28, 2.49], [-1.08, -1.45, 2.50], [-2.38, 3.28, 0.45], [-0.72, 3.50, -0.10], [0.08, 4.42, 0.55], [1.39, 4.56, 0.12], [1.88, 3.77, -0.94], [1.06, 2.85, -1.55], [-0.28, 2.70, -1.15], [-1.20, 1.71, -1.77], [-0.31, 5.01, 1.37], [2.04, 5.28, 0.60], [2.90, 3.90, -1.27], [1.43, 2.25, -2.37], [-0.78, 1.22, -2.64], [-2.19, 2.12, -1.97], [0.42, -0.12, -0.35], [1.45, -0.97, -0.63], [2.61, -0.80, 0.20], [2.51, -0.10, 1.42], [3.62, 0.06, 2.22], [4.85, -0.44, 1.79], [4.98, -1.09, 0.57], [3.87, -1.28, -0.22], [1.28, -1.96, -1.65], [1.85, -3.24, -1.44], [1.66, -4.23, -2.39], [0.95, -3.95, -3.55], [0.40, -2.69, -3.76], [0.54, -1.71, -2.81], [1.56, 0.30, 1.74], [3.54, 0.58, 3.16], [5.72, -0.30, 2.42], [5.95, -1.43, 0.24], [3.97, -1.74, -1.20], [2.35, -3.46, -0.52], [2.07, -5.21, -2.22], [0.83, -4.72, -4.29], [-0.14, -2.48, -4.68], [0.13, -0.72, -2.98]]}

=====

No. 3
{"formula": "C5H10N2", "method": "wB97M-V/def2-TZVPD", "energy_ha": -305.8988, "homo_lumo_gap_ha": 0.326, "spin_multiplicity": 1, "fmax_ev_per_a": 4.702, "e_homo_ev": -8.04, "relative_energy_ev": 3.403, "elements": ["H", "N", "C", "N", "C", "C", "C", "C", "H", "H", "H", "H", "H", "H", "H", "H", "H"], "xyz": [[-2.03, -2.09, -1.26], [-2.05, -1.24, -0.70], [-0.96, -0.81, -0.36], [0.52, -1.02, 0.36], [1.81, -1.13, -0.30], [-0.18, 0.25, 0.21], [0.32, 1.40, -0.62], [-1.19, 0.69, 1.42], [1.75, -1.08, -1.40], [2.27, -2.08, -0.02], [2.51, -0.35, 0.03], [0.73, 1.08, -1.57], [1.12, 1.90, -0.06], [-0.49, 2.10, -0.85], [-1.99, 1.35, 1.06], [-1.61, -0.17, 1.94], [-0.52, 1.20, 2.12]]}

=====

| no. | E_LUMO (eV) |
| --- | --- |
| 1 | 2.32 |
| 2 | -8.27 |
| 3 | 0.84 |